Molecular formula: C39H74N2O31S5
Method: DFT, ωB97M-V with the def2-TZVPD basis set

* HOMO: -9.9 eV
* relative energy (zero: lowest compared OMol25 entry of this formula, charge and spin): 71.82 kJ/mol
* gap between HOMO and LUMO: 9.132 eV
* F_max: 0.070 Eh/bohr

Structure (XYZ):
```
151
Properties=species:S:1:pos:R:3:mulliken_charge:R:1
O 0.57 -3.34 -1.20 -0.64
N 0.38 -2.24 -1.68 1.28
O 0.23 -2.03 -2.88 -0.62
C 0.25 -1.07 -0.84 -0.77
C 0.25 0.22 -1.36 -0.41
C 0.46 1.33 -0.53 -0.75
C 0.53 1.14 0.85 -0.72
C 0.58 -0.16 1.37 -0.12
C 0.41 -1.22 0.53 1.77
H 0.10 0.44 -2.41 0.84
H 0.28 2.32 -0.94 0.56
H 0.47 1.95 1.56 0.11
H 0.61 -0.29 2.44 0.10
H 0.67 -2.20 0.91 -0.83
O 4.38 0.04 -6.08 -0.60
N 3.86 0.68 -6.96 1.05
O 4.47 1.22 -7.86 -0.62
C 2.44 0.92 -6.92 -0.24
C 1.64 0.22 -6.04 -0.44
C 0.26 0.36 -5.98 -0.35
C -0.30 1.28 -6.87 0.16
C 0.42 1.91 -7.87 -1.15
C 1.80 1.70 -7.88 -0.13
H 2.01 -0.49 -5.31 0.52
H -0.34 -0.08 -5.20 0.63
H -1.34 1.54 -6.76 0.27
H 0.05 2.67 -8.55 0.39
H 2.41 2.36 -8.49 0.37
C -2.25 1.10 -2.52 -0.15
C -1.98 1.84 -3.82 -1.21
O -2.20 1.00 -4.97 -0.11
S -3.73 0.47 -5.23 1.19
C -3.64 0.16 -7.03 -1.06
O -3.84 -0.80 -4.53 -0.62
O -4.67 1.52 -4.99 -0.63
H -1.55 0.26 -2.38 0.37
H -3.19 0.57 -2.41 0.70
H -2.10 1.87 -1.76 -0.36
H -2.58 2.74 -3.99 0.62
H -0.94 2.17 -3.83 0.28
H -3.18 0.97 -7.59 0.35
H -4.71 0.14 -7.21 0.46
H -3.14 -0.79 -7.13 0.33
C 1.88 -4.29 2.09 0.47
C 3.36 -4.46 1.81 -0.24
O 3.57 -5.78 1.28 -0.40
S 4.39 -5.92 -0.12 1.24
C 3.02 -5.85 -1.34 -0.28
O 5.39 -4.90 -0.33 -0.61
O 4.82 -7.31 -0.14 -0.66
H 1.34 -4.28 1.14 -0.47
H 1.67 -3.41 2.69 -0.20
H 1.62 -5.20 2.65 0.29
H 3.61 -3.65 1.11 0.16
H 3.97 -4.32 2.70 0.15
H 2.49 -6.78 -1.19 0.33
H 3.42 -5.69 -2.34 0.41
H 2.36 -5.06 -0.99 -0.30
C -3.96 6.64 -1.68 -1.48
C -2.54 6.23 -1.36 0.62
O -1.78 6.35 -2.55 -0.39
S -0.29 5.65 -2.52 0.96
C 0.66 7.07 -1.88 -0.99
O -0.37 4.52 -1.66 -0.42
O 0.08 5.44 -3.88 -0.66
H -4.72 6.68 -0.90 0.37
H -4.40 5.93 -2.39 0.32
H -4.06 7.56 -2.26 0.36
H -2.14 6.96 -0.64 0.04
H -2.58 5.27 -0.84 0.02
H 0.83 7.60 -2.82 0.40
H 1.55 6.65 -1.43 0.32
H 0.06 7.68 -1.20 0.30
C 0.84 3.05 4.96 -1.37
C -0.22 3.92 4.27 0.62
O 0.56 5.01 3.69 -0.41
S 0.15 5.47 2.22 1.13
C -1.47 6.24 2.65 -0.96
O 1.03 6.55 1.83 -0.67
O -0.24 4.33 1.43 -0.32
H 1.41 3.46 5.79 0.45
H 1.63 2.66 4.31 0.27
H 0.34 2.10 5.21 0.23
H -0.66 3.27 3.52 -0.27
H -0.90 4.20 5.07 0.33
H -1.71 6.93 1.84 0.33
H -1.33 6.77 3.59 0.42
H -2.19 5.44 2.72 0.23
C -1.15 -3.46 3.63 -1.11
C -1.96 -3.71 2.35 -0.25
O -1.11 -4.16 1.31 -0.15
S -1.60 -5.61 0.66 1.31
C -1.23 -6.79 2.03 -0.85
O -3.05 -5.64 0.58 -0.56
O -0.83 -5.92 -0.52 -0.66
H -1.78 -3.07 4.43 0.44
H -0.46 -2.64 3.42 0.00
H -0.64 -4.35 3.98 0.31
H -2.66 -4.50 2.62 0.67
H -2.57 -2.83 2.12 0.01
H -1.10 -7.75 1.55 0.47
H -2.06 -6.70 2.72 0.32
H -0.30 -6.43 2.46 0.17
C 6.22 -2.00 4.10 -0.71
O 4.88 -1.78 4.52 -0.25
C 4.21 -2.83 4.96 0.82
O 4.54 -3.98 4.86 -0.60
O 2.97 -2.49 5.30 -0.37
C 2.43 -1.19 5.24 -0.35
H 6.34 -2.95 3.58 0.32
H 6.95 -2.08 4.91 0.32
H 6.51 -1.10 3.56 0.18
H 1.42 -1.13 5.62 0.26
H 2.38 -0.82 4.21 -0.04
H 3.00 -0.43 5.77 0.44
C -2.90 -2.31 -1.03 -0.70
O -3.96 -2.79 -0.22 -0.16
C -5.10 -2.09 -0.15 0.73
O -5.35 -1.06 -0.70 -0.54
O -5.98 -2.65 0.69 -0.38
C -5.73 -3.90 1.30 -0.40
H -3.25 -1.61 -1.79 0.50
H -2.30 -3.13 -1.41 0.31
H -2.24 -1.85 -0.28 0.04
H -6.27 -4.69 0.79 0.26
H -6.08 -3.85 2.33 0.30
H -4.69 -4.21 1.43 0.04
C 3.88 -0.74 -0.94 -0.16
O 4.54 -0.09 0.13 -0.49
C 4.28 -0.34 1.41 0.24
O 3.58 -1.21 1.84 0.38
O 4.77 0.61 2.19 -0.32
C 5.35 1.79 1.67 -0.81
H 2.80 -0.57 -1.02 0.03
H 4.03 -1.82 -0.86 0.20
H 4.33 -0.37 -1.85 0.35
H 6.36 1.61 1.29 0.30
H 5.36 2.55 2.44 0.27
H 4.85 2.14 0.77 0.30
C -2.66 1.41 5.51 -0.44
O -3.45 1.46 4.34 -0.46
C -2.91 1.20 3.18 0.67
O -1.80 0.76 3.00 -0.19
O -3.76 1.44 2.20 -0.45
C -3.22 1.37 0.90 -0.02
H -2.23 2.32 5.93 0.22
H -1.75 0.84 5.32 0.00
H -3.15 0.92 6.34 0.36
H -3.93 1.27 0.08 0.37
H -2.50 0.56 0.74 -0.15
H -2.59 2.24 0.71 0.15
```